{
  "formula": "C50H36NO6",
  "method": "the ωB97M-V functional and the def2-TZVPD basis",
  "charge": 1,
  "e_lumo_ev": -3.498,
  "symbols": ["C", "C", "C", "C", "C", "C", "C", "N", "C", "H", "H", "H", "H", "H", "H", "H", "H", "H", "H", "H", "H", "C", "C", "C", "C", "C", "C", "C", "O", "C", "C", "C", "C", "C", "C", "C", "O", "H", "H", "H", "H", "H", "H", "H", "H", "C", "C", "C", "C", "C", "C", "C", "O", "C", "C", "C", "C", "C", "C", "C", "O", "H", "H", "H", "H", "H", "H", "H", "H", "C", "C", "C", "C", "C", "C", "C", "O", "C", "C", "C", "C", "C", "C", "C", "O", "H", "H", "H", "H", "H", "H", "H", "H"],
  "xyz": [[-3.297279, 3.290713, -1.920519], [-4.405498, 4.391232, -1.839625], [-4.046037, 5.737277, -2.282920], [-5.003738, 6.835256, -2.248001], [-6.361078, 6.603021, -1.770717], [-6.698276, 5.258435, -1.341770], [-8.166962, 4.951612, -0.863734], [-8.713235, 3.936193, -1.874704], [-5.760362, 4.123211, -1.351934], [-3.706350, 2.260554, -1.782776], [-2.807861, 3.307625, -2.933291], [-2.471220, 3.482844, -1.182859], [-3.019629, 5.968251, -2.656769], [-4.711495, 7.851391, -2.585022], [-7.165234, 7.369676, -1.736066], [-8.816402, 5.866738, -0.917919], [-8.197244, 4.558212, 0.181834], [-8.635918, 2.983634, -1.501861], [-8.133169, 3.971046, -2.728281], [-9.667983, 4.213126, -2.127802], [-6.041154, 3.091685, -1.034175], [-1.178517, -2.481013, -4.027788], [-0.084489, -3.301793, -3.769085], [0.502716, -3.301661, -2.512389], [0.005929, -2.471922, -1.511728], [-1.076247, -1.630846, -1.778379], [-1.673337, -1.646773, -3.035697], [-1.585165, -0.705469, -0.736594], [-2.531632, 0.028367, -0.964042], [-0.916483, -0.680250, 0.586075], [-1.345543, 0.222549, 1.553697], [-0.736619, 0.248232, 2.798858], [0.299226, -0.635647, 3.087322], [0.734592, -1.535218, 2.124340], [0.134872, -1.553574, 0.868169], [0.630747, -2.493236, -0.166087], [1.538976, -3.265787, 0.081534], [-1.642001, -2.488817, -5.007437], [0.308949, -3.943741, -4.548464], [1.350715, -3.945686, -2.314497], [-2.521656, -1.005840, -3.243566], [-2.153282, 0.910952, 1.336124], [-1.069553, 0.956879, 3.547849], [0.770182, -0.619393, 4.063254], [1.544432, -2.218296, 2.351436], [2.726908, -5.878360, 0.432513], [3.411338, -6.500842, 1.474260], [4.194899, -7.618405, 1.223371], [4.288495, -8.126445, -0.069191], [3.583519, -7.517234, -1.108648], [2.812881, -6.386580, -0.854945], [3.633130, -8.075108, -2.483175], [3.021445, -7.541703, -3.390426], [4.434708, -9.299547, -2.729711], [4.446577, -9.868936, -4.000057], [5.203108, -11.005872, -4.243946], [5.958757, -11.574151, -3.222010], [5.945906, -11.013758, -1.953222], [5.177006, -9.881243, -1.700723], [5.143151, -9.311072, -0.330370], [5.799734, -9.809244, 0.563661], [2.122388, -5.001067, 0.626802], [3.334372, -6.111228, 2.482877], [4.729596, -8.096082, 2.035870], [2.275184, -5.903784, -1.661474], [3.862817, -9.428834, -4.799754], [5.206762, -11.450367, -5.232439], [6.555024, -12.458252, -3.415616], [6.531736, -11.462081, -1.159687], [4.755522, 5.273493, 4.683201], [4.229860, 3.998901, 4.489572], [2.951930, 3.844866, 3.972778], [2.188835, 4.965647, 3.658180], [2.707272, 6.243947, 3.875060], [3.996531, 6.393705, 4.377594], [1.888097, 7.448700, 3.590769], [2.338539, 8.561668, 3.775076], [0.503328, 7.269303, 3.084424], [-0.298513, 8.386319, 2.866544], [-1.588671, 8.230452, 2.381219], [-2.080733, 6.957969, 2.102520], [-1.287326, 5.841970, 2.323339], [0.003117, 5.993525, 2.823764], [0.830582, 4.789712, 3.089506], [0.398186, 3.677624, 2.849257], [5.757525, 5.392106, 5.078540], [4.819629, 3.125056, 4.740551], [2.548839, 2.850906, 3.818833], [4.407831, 7.383555, 4.534992], [0.080856, 9.378843, 3.078842], [-2.212810, 9.101336, 2.217315], [-3.086881, 6.837695, 1.716476], [-1.675696, 4.853033, 2.109749]],
  "atomic_forces_ev_per_a": [[-0.275, 0.257, -0.294], [-0.435, 0.591, -0.076], [-2.008, 0.396, 0.639], [-0.550, -1.708, 0.600], [1.306, -2.125, -0.023], [0.457, -0.260, 0.208], [1.480, 1.255, -0.196], [0.017, 0.336, 0.226], [1.145, 2.648, -1.112], [0.366, 0.872, 0.117], [-0.552, 0.099, 0.896], [-0.929, -0.213, -0.525], [-0.997, -0.458, 0.409], [-0.188, -0.914, 0.265], [0.954, -0.465, -0.086], [0.673, -0.944, -0.005], [-0.133, -0.026, -1.079], [-0.450, 0.192, -0.206], [-0.130, 0.094, 0.345], [0.067, -0.678, 0.102], [0.246, 0.999, -0.161], [0.028, 0.026, 0.101], [-0.033, 0.040, 0.056], [-0.004, -0.074, -0.160], [-0.075, 0.036, -0.169], [0.040, -0.085, -0.093], [0.018, -0.075, -0.185], [-0.405, 0.312, -0.101], [0.010, -0.005, -0.039], [0.088, 0.015, 0.140], [0.004, 0.083, 0.187], [0.011, -0.054, -0.018], [-0.043, -0.023, -0.127], [0.021, 0.087, 0.180], [-0.047, 0.092, 0.125], [0.434, -0.350, 0.123], [-0.325, 0.596, -0.173], [0.029, -0.002, 0.058], [-0.019, 0.022, 0.064], [-0.060, 0.105, 0.110], [0.078, 0.013, 0.153], [0.048, -0.118, -0.114], [0.051, -0.015, -0.065], [-0.028, -0.005, -0.060], [-0.060, 0.005, -0.166], [-0.032, -0.147, 0.189], [0.069, -0.157, -0.214], [-0.055, 0.158, 0.193], [-0.136, 0.138, -0.015], [0.025, 0.043, 0.141], [-0.038, 0.099, 0.183], [-0.314, 0.286, -0.446], [0.061, -0.051, 0.088], [0.102, -0.184, -0.009], [0.060, -0.147, -0.153], [-0.009, 0.067, 0.091], [-0.056, 0.088, 0.034], [0.069, -0.161, -0.118], [-0.018, -0.047, -0.198], [0.342, -0.254, 0.513], [-0.077, 0.047, -0.117], [0.234, -0.370, -0.028], [0.011, -0.024, -0.054], [0.040, -0.071, -0.177], [0.076, -0.168, -0.033], [0.008, 0.092, 0.160], [0.000, 0.034, 0.056], [-0.034, 0.053, 0.018], [-0.108, 0.144, 0.047], [-0.100, -0.001, -0.036], [-0.071, 0.075, -0.037], [0.170, -0.112, 0.069], [0.138, 0.077, 0.082], [0.058, -0.187, 0.015], [0.171, -0.055, 0.077], [0.350, 0.571, 0.138], [-0.101, -0.120, -0.041], [-0.252, -0.063, -0.073], [-0.185, 0.117, -0.064], [0.081, -0.074, 0.008], [0.121, -0.018, 0.032], [-0.207, 0.090, -0.070], [-0.089, 0.171, -0.037], [-0.133, -0.597, -0.081], [-0.037, 0.084, 0.017], [-0.063, 0.000, -0.024], [-0.034, 0.051, -0.025], [-0.091, 0.137, -0.066], [-0.171, -0.011, -0.049], [0.124, -0.143, 0.018], [0.050, -0.041, 0.016], [0.050, 0.004, 0.024], [0.174, 0.000, 0.085]],
  "lowdin_charge": [-0.055, -0.215, -0.020, -0.043, -0.036, -0.229, -0.094, 0.185, -0.001, 0.066, 0.093, 0.094, 0.123, 0.110, 0.110, 0.134, 0.142, 0.169, 0.170, 0.170, 0.116, -0.053, -0.042, 0.015, -0.073, -0.084, -0.004, -0.273, 0.074, -0.084, 0.001, -0.052, -0.046, 0.008, -0.078, -0.250, 0.077, 0.109, 0.115, 0.109, 0.116, 0.116, 0.109, 0.111, 0.123, -0.047, -0.047, 0.000, -0.085, -0.082, 0.008, -0.278, 0.096, -0.085, -0.001, -0.057, -0.056, 0.001, -0.083, -0.279, 0.105, 0.070, 0.107, 0.121, 0.102, 0.120, 0.108, 0.108, 0.122, -0.049, -0.052, 0.000, -0.085, -0.083, 0.005, -0.277, 0.113, -0.079, 0.005, -0.058, -0.067, -0.008, -0.082, -0.277, 0.090, 0.111, 0.110, 0.118, 0.123, 0.124, 0.107, 0.100, 0.114]
}